Record 1
The following is a DFT calculation (the ωB97M-V functional and the def2-TZVPD basis) of one molecule with the formula C25H25N3O3 in a non-equilibrium geometry.

CARTESIAN COORDINATES (ANGSTROEM)
1 C 0.82036 -11.70822 0.67293
2 N 0.41674 -10.36809 0.32794
3 C 0.16366 -9.96381 -1.03965
4 C -0.12474 -8.46538 -0.95642
5 C 0.08500 -8.13336 0.46745
6 C 0.18962 -6.90798 1.09951
7 C 0.46922 -6.83292 2.46928
8 C 0.58831 -5.45525 3.05073
9 O -0.58229 -4.73358 2.92141
10 C -0.80609 -3.95798 1.77303
11 C 0.16219 -3.87481 0.76364
12 C -0.11646 -3.27875 -0.46396
13 C -1.35415 -2.60238 -0.63357
14 N -1.79738 -2.04300 -1.88989
15 O -2.93559 -1.51143 -1.84599
16 O -1.12109 -2.08987 -2.92834
17 C -2.25070 -2.53629 0.44650
18 C -1.96960 -3.18388 1.65246
19 C 1.15164 -5.44370 4.52389
20 C 2.07693 -6.39815 5.06367
21 C 2.50878 -6.36238 6.39634
22 C 2.08254 -5.30768 7.22115
23 C 1.25902 -4.29304 6.67529
24 C 0.81377 -4.36767 5.34696
25 C 1.04189 -3.27041 7.72891
26 C 1.79925 -3.79086 8.96208
27 N 2.35944 -5.06202 8.53666
28 C 3.18914 -5.85357 9.41361
29 C 0.41509 -8.02360 3.21281
30 C 0.48330 -9.26400 2.58423
31 C 0.32320 -9.32117 1.19261
32 H 1.23831 -11.73311 1.69405
33 H -0.03406 -12.39625 0.62980
34 H 1.58253 -12.05513 -0.03229
35 H 1.02472 -10.17401 -1.67233
36 H -0.69465 -10.50110 -1.44806
37 H 0.50692 -7.86639 -1.61764
38 H -1.16007 -8.23751 -1.25172
39 H 0.03387 -6.02284 0.48624
40 H 1.46052 -4.95258 2.53040
41 H 1.15011 -4.30519 0.89153
42 H 0.63001 -3.33825 -1.25907
43 H -3.18758 -1.99599 0.30800
44 H -2.61783 -2.96028 2.50811
45 H 2.42479 -7.25030 4.49090
46 H 3.18125 -7.10787 6.82930
47 H 0.14447 -3.60567 4.93085
48 H 1.43379 -2.28899 7.41727
49 H -0.02196 -3.11900 7.93784
50 H 1.13929 -3.91476 9.82760
51 H 2.59273 -3.09162 9.26477
52 H 3.31813 -6.85869 8.98041
53 H 4.18315 -5.40205 9.54456
54 H 2.71855 -5.94927 10.39774
55 H 0.32538 -7.96913 4.29194
56 H 0.64096 -10.17384 3.15204

Results
electronic energy	-1357.4975	Ha
energy above the lowest of the compared OMol25 structures with the same formula, charge and spin	126.56	kcal/mol
strongest force on any atom	3.9	eV/A
LUMO level	-0.55	eV
structure (SMILES)	CN1CCc2cc(C(Oc3ccc([N+](=O)[O-])cc3)c3ccc4c(c3)CCN4C)ccc21
HOMO-LUMO gap	0.2418	Eh


Record 2
The following is a DFT calculation (the ωB97M-V functional and the def2-TZVPD basis) of C5H6O2 as an isolated structure in a non-equilibrium geometry.

CARTESIAN COORDINATES (ANGSTROEM)
1 C 0.56628 -1.03539 1.01362
2 C -0.18028 -0.15972 0.13529
3 O 0.75726 0.81494 -0.27819
4 C 0.77196 2.05362 0.10335
5 O -0.17801 2.24464 0.90094
6 C -0.89074 -0.63365 -0.96176
7 C -1.54471 -1.01004 -1.88038
8 H 0.70813 -1.88414 0.28684
9 H 0.08352 -1.58723 1.84128
10 H 1.60422 -0.97711 1.41121
11 H -1.13705 0.83166 0.48272
12 H 1.33815 2.89225 -0.21103
13 H -1.94973 -1.46485 -2.74447

Results
electronic energy	-344.4060	Ha
energy above the lowest of the compared OMol25 structures with the same formula, charge and spin	122.95	kcal/mol
strongest force on any atom	8.2	eV/A
LUMO level	0.94	eV
HOMO-LUMO gap	0.3665	Eh


Record 3
The following is a DFT calculation (the ωB97M-V functional and the def2-TZVPD basis) of an isolated ion of composition C6H11NO6P and charge +1 in a non-equilibrium geometry.

CARTESIAN COORDINATES (ANGSTROEM)
1 C 0.09366 0.31297 1.09794
2 C 0.87372 1.05514 -0.00851
3 C -0.92733 -0.93139 -0.83974
4 C -0.43631 -1.00853 0.55965
5 C -0.61957 0.15855 -1.52683
6 C 1.28861 2.47036 0.41479
7 N -1.52276 -2.11784 -1.41816
8 O 0.12070 -3.52166 -0.04019
9 O 0.06062 1.21762 -1.17548
10 O 0.89454 -0.04129 2.18324
11 O -1.37956 -1.65157 1.45367
12 O -1.05332 0.24955 -3.20205
13 O 2.00321 2.37837 1.62241
14 P 0.48969 -2.61308 1.05651
15 H -0.75198 0.95540 1.41094
16 H 1.76397 0.46208 -0.26252
17 H 0.38316 3.08051 0.53292
18 H 1.89815 2.90240 -0.38714
19 H -2.48506 -2.27112 -1.09338
20 H -0.89214 -2.93393 -1.04363
21 H -1.51719 -2.01992 -2.44214
22 H 1.44830 0.71334 2.43944
23 H -1.43104 -1.16935 2.29269
24 H -0.66140 1.07858 -3.47811
25 H 2.35933 3.24480 1.85367

Results
electronic energy	-1082.4647	Ha
charge	+1
energy above the lowest of the compared OMol25 structures with the same formula, charge and spin	3.18	kcal/mol
strongest force on any atom	5.8	eV/A
LUMO level	-3.55	eV
HOMO-LUMO gap	0.3341	Eh


Record 4
The following is a DFT calculation (the ωB97M-V functional and the def2-TZVPD basis) of C3H6N2O as an isolated structure.

CARTESIAN COORDINATES (ANGSTROEM)
1 O -2.33106 0.44556 -0.29066
2 C -1.17228 0.20637 -0.03198
3 N -0.05593 0.44867 -1.23978
4 C 0.60419 -0.53105 -0.60573
5 C 0.88216 -0.09188 0.81213
6 N -0.37851 0.57688 1.12650
7 H -0.44639 0.18035 -2.13850
8 H 1.12782 -1.35497 -1.09338
9 H -0.82196 -1.08652 0.01743
10 H 1.08592 -0.93662 1.47632
11 H 1.73290 0.59909 0.82918
12 H -0.29473 1.59157 1.12279

Results
electronic energy	-302.5254	Ha
energy above the lowest of the compared OMol25 structures with the same formula, charge and spin	105.21	kcal/mol
strongest force on any atom	0.4	eV/A
LUMO level	-0.06	eV
HOMO-LUMO gap	0.3265	Eh